60
Properties=species:S:1:pos:R:3:forces:R:3:nbo_charge:R:1 method="wB97M-V/def2-TZVPD" smiles="Cc1ccc(S(=O)(=O)N(CC(=O)NCCSCc2ccco2)c2cc(C)ccc2C)cc1" total_charge=0 e_above_lowest_ev=0.000
C -3.5036 -2.7723 1.9890 0.0 0.1 0.0 -0.64
C -2.1597 -2.6414 1.3420 0.0 -0.1 -0.1 0.03
C -1.0467 -2.3043 2.1089 0.1 0.0 -0.1 -0.24
C 0.2010 -2.1805 1.5268 0.1 0.0 0.2 -0.13
C 0.3367 -2.3956 0.1680 0.5 -0.1 -0.3 -0.40
S 1.9571 -2.2766 -0.5765 -0.4 -0.1 0.1 2.33
O 2.9331 -2.5224 0.4441 -0.2 0.3 0.0 -0.93
O 1.9758 -3.0732 -1.7710 -0.2 0.2 0.0 -0.94
N 2.0078 -0.6664 -1.0336 0.3 -1.0 0.2 -0.74
C 2.0187 -0.3197 -2.4336 0.1 0.0 -0.5 -0.31
C 1.0129 0.7802 -2.7632 0.0 -0.2 0.3 0.67
O 1.2469 1.6551 -3.5692 0.2 0.1 -0.4 -0.62
N -0.1421 0.6967 -2.0729 -0.2 -0.2 0.2 -0.63
C -1.2155 1.6394 -2.2534 -0.1 0.2 -0.1 -0.25
C -2.4052 1.0227 -2.9828 -0.1 -0.2 0.4 -0.53
S -3.0593 -0.4622 -2.1537 -0.2 0.2 -0.1 0.18
C -4.1133 0.2714 -0.8366 0.6 -0.3 -0.4 -0.56
C -3.3479 0.9711 0.2179 -0.5 0.9 -0.1 0.27
C -3.3341 2.2838 0.5982 -0.2 -0.7 -0.2 -0.31
C -2.4118 2.3746 1.6699 0.3 -0.4 0.2 -0.31
C -1.9317 1.1160 1.8558 0.1 0.8 0.3 0.08
O -2.4926 0.2620 0.9841 -0.1 -0.3 -0.3 -0.41
C 2.6344 0.2135 -0.1095 0.1 0.4 0.6 0.21
C 1.8172 0.9202 0.7617 0.1 0.1 0.0 -0.24
C 2.3502 1.7918 1.7003 0.0 0.0 0.0 -0.01
C 1.4592 2.5447 2.6420 0.0 -0.1 0.0 -0.63
C 3.7303 1.9325 1.7546 -0.1 0.0 0.0 -0.20
C 4.5457 1.2159 0.9002 0.0 0.0 -0.1 -0.19
C 4.0226 0.3414 -0.0443 0.0 0.0 0.0 -0.03
C 4.9354 -0.4301 -0.9458 -0.1 0.0 -0.1 -0.64
C -0.7536 -2.7202 -0.6136 0.0 -0.1 -0.1 -0.13
C -1.9998 -2.8445 -0.0231 0.1 0.0 0.2 -0.22
H -4.2235 -3.2161 1.3065 -0.1 0.0 0.0 0.22
H -3.8690 -1.7903 2.2884 -0.1 0.1 0.0 0.22
H -3.4398 -3.3890 2.8833 -0.1 0.0 0.1 0.22
H -1.1631 -2.1491 3.1720 0.0 0.0 0.1 0.21
H 1.0804 -1.9395 2.1032 0.1 0.0 0.2 0.23
H 1.7603 -1.2284 -2.9847 0.0 0.2 -0.1 0.26
H 3.0016 0.0213 -2.7759 -0.1 0.0 0.1 0.22
H -0.2969 -0.0967 -1.4677 0.0 0.1 0.0 0.42
H -0.8126 2.4585 -2.8567 -0.1 0.0 0.1 0.24
H -1.5276 2.0318 -1.2812 0.1 0.0 -0.2 0.21
H -3.2168 1.7421 -3.0862 0.0 0.1 -0.1 0.22
H -2.1000 0.6766 -3.9699 0.0 0.1 0.0 0.24
H -4.8217 0.9512 -1.3075 -0.1 0.0 0.1 0.24
H -4.6411 -0.5901 -0.4270 -0.1 0.0 0.0 0.24
H -3.9091 3.0816 0.1743 -0.2 0.1 -0.2 0.23
H -2.1528 3.2561 2.2193 0.1 0.1 0.2 0.23
H -1.2208 0.7080 2.5459 0.1 -0.2 0.1 0.21
H 0.7467 0.7872 0.6954 -0.1 0.0 -0.1 0.22
H 1.9394 3.4611 2.9762 0.0 0.1 0.1 0.22
H 1.2450 1.9374 3.5221 -0.1 0.0 0.1 0.22
H 0.5144 2.7921 2.1642 -0.1 0.1 0.0 0.22
H 4.1708 2.6046 2.4769 0.0 0.1 0.1 0.21
H 5.6180 1.3308 0.9678 0.1 0.0 0.0 0.21
H 5.8809 -0.6205 -0.4432 0.0 -0.1 0.0 0.23
H 4.4891 -1.3837 -1.2191 0.2 0.0 -0.1 0.23
H 5.1458 0.1362 -1.8547 0.0 0.0 -0.1 0.22
H -0.6139 -2.8937 -1.6689 0.0 -0.1 -0.2 0.23
H -2.8519 -3.1031 -0.6335 -0.1 -0.1 -0.1 0.22